Here is a cluster of 10 separate species, C24H51BF4N6O3 in total in a non-equilibrium geometry from the Open Molecules 2025 dataset. Energies are from ωB97M-V/def2-TZVPD.

Frontier orbital gap, eV: 8.829
E_LUMO, eV: -0.4

```
! wB97M-V def2-TZVPD RIJCOSX def2/J DEFGRID3
* xyz 0 1
C 1.19775 -4.96575 -4.10949
C 1.76575 -4.29875 -2.89749
C 0.83875 -3.89675 -1.75249
N 1.33375 -3.17275 -0.53549
C 1.88975 -1.93875 -0.93649
C 2.26075 -4.07075 0.25351
C 2.10575 -3.64575 1.67551
C 0.84575 -2.87475 1.80551
C 0.25075 -3.05075 0.39751
H 0.70875 -5.88175 -3.74649
H 2.06075 -5.22675 -4.85549
H 0.33375 -4.40875 -4.39149
H 2.40775 -3.19275 -3.19649
H 2.78275 -4.65875 -2.36349
H 0.47475 -4.93175 -1.49149
H -0.02225 -3.35175 -2.15249
H 2.11375 -1.40675 -0.08649
H 1.26275 -1.41975 -1.81649
H 2.78175 -2.12475 -1.11349
H 3.43275 -4.17575 -0.06549
H 1.82175 -5.02975 0.13751
H 3.01375 -2.94775 2.01451
H 2.00775 -4.15475 2.46951
H 1.22775 -1.89675 1.97651
H 0.36375 -3.04775 2.61751
H -0.39025 -2.15175 0.41651
H -0.42125 -3.97975 0.54051
B -0.45525 1.03325 0.08951
F -0.78625 0.05125 -0.89149
F -0.50725 2.32525 -0.50649
F -1.45525 1.13825 1.03951
F 0.84175 0.79125 0.65551
C -0.10525 0.07425 -4.39349
C 1.13675 -0.79775 -4.51149
N 2.14175 -1.50675 -4.66049
H 0.20675 1.22925 -4.60149
H -0.87125 0.08225 -5.11549
H -0.72425 -0.05875 -3.51949
C -3.57125 -1.79075 -1.04349
C -3.07625 -3.22175 -0.77449
N -2.75425 -4.28875 -0.43949
H -2.89525 -1.20375 -1.06949
H -3.97825 -1.87275 -2.10549
H -4.31025 -1.37775 -0.46949
C 3.23675 3.63725 0.88351
C 3.04875 4.46825 2.18851
N 2.92375 5.16525 3.14251
H 2.22375 3.40325 0.59451
H 3.78475 4.12225 0.15251
H 4.00675 2.86225 1.12351
C -2.56125 -1.76775 2.95451
C -4.14225 -2.26475 2.83851
N -5.18425 -2.63875 2.83651
H -2.05825 -1.16475 1.94751
H -2.46625 -0.99275 3.82751
H -2.17225 -2.75875 3.19751
C -3.18725 2.08125 -1.95949
C -4.64225 2.26225 -2.62949
N -5.65525 2.31325 -3.07849
H -2.56125 2.97425 -2.37549
H -3.41825 1.98525 -0.75249
H -2.62525 1.24825 -2.40349
C -1.95325 4.57925 4.35151
C -1.34825 3.53825 3.42651
O -1.95325 3.59525 2.14251
H -3.06525 4.46825 4.62251
H -1.80625 5.57125 3.97851
H -1.38725 4.76225 5.12551
H -1.49625 2.68325 3.87351
H -0.31925 3.65625 3.25751
H -1.57525 2.67425 1.70651
C 0.72275 1.03125 5.48551
C 0.92975 0.55425 4.07051
O 1.91075 1.38225 3.42051
H 0.28475 1.95525 5.45251
H 1.76575 1.35625 5.83551
H -0.00525 0.31325 6.04151
H -0.07225 0.63325 3.50651
H 1.43575 -0.48075 4.39451
H 1.87975 0.99725 2.50251
C 1.60375 4.20425 -4.46249
C 1.03575 4.23725 -3.04249
O -0.14225 3.50125 -3.05349
H 2.61775 4.85825 -4.72149
H 0.95275 4.53525 -5.22749
H 1.81575 3.24025 -4.77549
H 0.81075 5.25225 -2.62249
H 1.78675 4.02625 -2.18649
H -0.26525 3.23525 -2.06649
*
```

Here is a structure of composition C24H51Br2F3N10O26P2 in a non-equilibrium geometry from the Open Molecules 2025 dataset. Energies are from ωB97M-V/def2-TZVPD.

Frontier orbital gap, eV: 8.948
E_LUMO, eV: -0.4

```
! wB97M-V def2-TZVPD RIJCOSX def2/J DEFGRID3
* xyz 0 1
C 7.32428 0.09187 -0.52208
C 6.47018 1.46085 -0.47710
O 7.01547 2.49710 -0.03947
O 5.15525 1.38234 -0.99552
C 4.16997 1.96082 -0.08822
C 3.07574 2.71086 -0.98922
C 1.64946 1.91991 -1.04063
C 0.60986 2.84124 -0.24786
C -0.87920 2.25633 -0.14197
C -1.25607 1.89244 -1.66007
C -2.79770 2.06749 -2.05347
C -3.66335 0.72187 -1.97810
F -3.85167 0.20862 -0.66490
Br -5.49199 1.21255 -2.66464
C -3.12356 -0.47052 -2.91649
F -2.05777 -1.22316 -2.31950
F -2.82790 -0.06464 -4.24899
Br -4.62517 -1.80245 -3.09648
C -1.14254 0.91644 0.69632
P 0.22976 0.19124 1.77615
O 1.05132 1.22726 2.57459
O -2.23334 1.15211 1.62652
C -2.96049 2.36574 1.36508
O -4.14000 2.64763 1.60007
C -1.78621 3.27175 0.69590
P -1.09793 4.15422 2.21958
O -1.27708 3.28134 3.49914
H 7.98092 -0.04843 0.39405
H 7.91720 0.12954 -1.51458
H 6.55785 -0.76199 -0.62730
H 3.62196 1.08965 0.43462
H 4.60508 2.65054 0.70551
H 2.90351 3.80958 -0.70256
H 3.49202 2.74644 -2.06583
H 1.42419 1.77709 -2.15370
H 1.72911 0.86735 -0.58000
H 0.51228 3.88674 -0.73424
H 1.08894 3.04855 0.78279
H -0.81943 0.85942 -1.88396
H -0.66506 2.62604 -2.32916
H -2.81563 2.38297 -3.16431
H -3.35808 2.88330 -1.49330
H -1.48464 -0.00132 0.08876
H 1.02988 -0.71174 0.98562
H -0.42599 -0.64290 2.75280
H -2.16773 4.12852 0.02028
H 0.27398 4.55058 2.09921
H -1.84067 5.37500 2.47773
C -2.69516 -3.77123 1.75868
N -1.60478 -2.76719 1.83662
O -1.47124 -2.16922 2.89697
O -0.91746 -2.61232 0.83070
H -3.21449 -3.79895 2.71564
H -3.37140 -3.46288 0.96132
H -2.23775 -4.73646 1.53910
C -7.81420 -4.31193 -0.37600
N -6.90734 -4.29293 -1.55351
O -7.21460 -3.57035 -2.48916
O -5.91737 -5.00302 -1.49875
H -8.64589 -3.63749 -0.56352
H -8.16714 -5.33504 -0.25004
H -7.23967 -3.98381 0.48483
C 10.26725 2.59445 -2.72999
N 10.34901 1.21605 -3.28035
O 10.72532 1.09351 -4.43267
O 10.03138 0.30537 -2.53269
H 10.57709 3.29828 -3.49997
H 9.23227 2.77146 -2.43874
H 10.93397 2.64477 -1.87023
C -0.22921 -8.09963 0.60427
N -0.52630 -6.87252 1.38766
O 0.40435 -6.12660 1.63646
O -1.68691 -6.70127 1.72567
H 0.83432 -8.12001 0.37472
H -0.50851 -8.95586 1.21679
H -0.82060 -8.05703 -0.30943
C 1.66195 2.12431 -6.34908
N 1.90114 2.24589 -4.88748
O 1.90711 3.36863 -4.41038
O 2.07416 1.20839 -4.26902
H 1.52500 3.11948 -6.76687
H 2.53434 1.63938 -6.78551
H 0.76478 1.52244 -6.48572
C -1.66880 -3.51708 6.41158
N -2.72050 -4.49216 6.01425
O -3.03846 -5.33944 6.83100
O -3.19060 -4.37097 4.89360
H -1.34564 -3.74345 7.42523
H -0.84180 -3.62168 5.71068
H -2.10653 -2.52239 6.36028
C 8.31606 4.18493 2.45019
N 8.01354 5.41319 3.23042
O 8.94429 6.16058 3.48422
O 6.85252 5.58385 3.56024
H 9.38106 4.16437 2.22724
H 8.03349 3.32924 3.06173
H 7.73090 4.22520 1.53249
C -9.86222 -3.26936 3.57836
N -8.96515 -3.24136 2.39400
O -9.28084 -2.51177 1.46966
O -7.97389 -3.95474 2.43711
H -10.69576 -2.59215 3.40277
H -10.21495 -4.29278 3.69910
H -9.27849 -2.94784 4.43988
C -0.58424 0.50390 5.96834
N 0.24416 -0.23912 6.95372
O 1.28172 0.28063 7.32016
O -0.18087 -1.32529 7.32569
H -0.08943 1.44316 5.72877
H -0.67594 -0.12013 5.08032
H -1.55570 0.68640 6.42622
C -1.93347 1.54008 -9.32297
N -0.83547 2.53843 -9.23758
O -0.69598 3.13092 -8.17874
O -0.15296 2.69227 -10.23429
H -2.45439 1.50891 -8.36786
H -2.60542 1.85824 -10.11883
H -1.48262 0.57451 -9.54834
*
```

Here is a structure of composition C24H52AsBF6MgN5O27 in a non-equilibrium geometry from the Open Molecules 2025 dataset. Energies are from ωB97M-V/def2-TZVPD.

<S²>: 0.755
Frontier orbital gap (spin up / spin down), eV: 8.661 / 3.876
E_LUMO (spin up / spin down), eV: -0.6 / -5.2

```
! wB97M-V def2-TZVPD RIJCOSX def2/J DEFGRID3
* xyz 0 2
Mg 3.52845 -0.28084 -1.21024
O 2.36994 7.84932 -3.66083
C 1.97072 6.67841 -3.49858
O 2.65899 5.55148 -3.63619
B 1.75867 4.38462 -3.42437
O 0.40920 5.02300 -3.19371
C 0.47443 6.31076 -3.28068
O -0.52088 7.07982 -3.10548
O 2.17180 3.49204 -2.40203
C 2.49572 2.31958 -2.88313
O 2.92850 1.25773 -2.37937
C 2.20370 2.40117 -4.41792
O 1.64026 3.61382 -4.64878
O 2.17775 1.37557 -5.12458
N 2.52763 -2.18099 -3.64915
O 2.77526 -3.31593 -3.78790
O 3.04264 -1.51653 -2.70616
O 2.05768 -1.51457 -4.61135
As -0.24101 -0.39092 -0.23770
F -1.97434 -0.28205 0.01562
F -0.08253 1.31304 -0.66458
F 1.52813 -0.50473 -0.64426
F -0.31600 -2.09720 0.15369
F -0.66581 -0.64441 -1.97405
F 0.24314 0.10665 1.42162
C -5.38454 -1.15090 -0.71643
N -5.23769 -1.21306 -2.16324
O -4.22219 -0.63663 -2.51846
O -6.15504 -1.62588 -2.89926
H -6.20660 -1.69163 -0.24744
H -5.49719 -0.11555 -0.39475
H -4.48423 -1.58780 -0.28439
C -0.53730 -4.14305 3.45548
N 0.73353 -4.31025 2.55924
O 1.78382 -4.06074 3.10495
O 0.61398 -4.63414 1.40668
H -0.39356 -4.34889 4.51617
H -1.12007 -5.01341 3.15389
H -0.93804 -3.19213 3.10439
C -4.06152 1.34446 2.29532
N -4.36987 1.35989 3.78434
O -5.42456 1.90022 4.20354
O -3.59939 0.64480 4.44269
H -4.31010 2.28021 1.79465
H -4.53697 0.47981 1.83225
H -2.98206 1.20087 2.34285
C -2.24296 2.08755 -2.42332
N -2.78040 2.77507 -3.65448
O -2.06843 2.98350 -4.65010
O -3.94607 3.23093 -3.53910
H -2.84449 2.24119 -1.52740
H -1.27748 2.56696 -2.26169
H -2.22527 1.00567 -2.55506
C 2.59286 1.03435 -8.90220
O 1.67607 0.65163 -7.87811
C 0.28826 0.87394 -8.28202
C -0.60136 0.79284 -7.04351
O -0.03246 -0.08298 -6.11077
C -0.87285 -0.24372 -4.95358
H 3.58114 0.97108 -8.44680
H 2.56788 2.10533 -9.10341
H 2.43697 0.49639 -9.83729
H -0.18727 0.18479 -8.97991
H 0.27274 1.94784 -8.46805
H -1.57294 0.37873 -7.31304
H -0.72037 1.80707 -6.66237
H -0.53240 -1.09558 -4.36493
H -1.88293 -0.57875 -5.18940
H -0.93278 0.75842 -4.52906
C 5.73151 2.55089 6.70259
O 4.77427 1.73664 6.19395
C 5.27985 0.47901 5.79886
C 4.11102 -0.46920 5.71510
O 3.27603 -0.31133 4.57359
C 2.01504 -0.95862 4.71978
H 6.66455 2.45208 6.14781
H 5.92604 2.25159 7.73247
H 5.45400 3.60042 6.60478
H 6.00718 0.03031 6.47545
H 5.87609 0.49235 4.88649
H 3.54051 -0.39778 6.64112
H 4.59857 -1.44407 5.71992
H 1.49802 -0.82294 3.76984
H 1.44033 -0.54805 5.54998
H 2.15511 -2.03951 4.73240
C -7.65283 -4.26414 5.49997
O -6.71027 -3.21792 5.33813
C -6.34587 -3.05008 3.97824
C -5.47561 -1.82483 3.82435
O -4.90748 -1.86855 2.46682
C -3.56418 -2.34319 2.35518
H -7.28370 -5.28303 5.38294
H -8.43171 -4.16599 4.74377
H -8.14513 -4.34869 6.46877
H -7.15593 -2.80792 3.29031
H -5.72220 -3.89170 3.67689
H -4.73316 -1.60515 4.59157
H -6.29833 -1.11377 3.74950
H -3.45490 -3.36936 2.70610
H -2.78763 -1.79353 2.88709
H -3.28800 -2.23365 1.30645
C 4.00463 2.46891 0.37560
O 3.75197 1.07936 0.25917
C 3.65442 0.45186 1.49937
C 4.22409 -0.99312 1.49742
O 4.10598 -1.54232 0.11424
C 4.55259 -2.91430 0.14948
H 5.06850 2.68356 0.47657
H 3.39222 2.89545 1.17002
H 3.70890 2.95412 -0.55458
H 2.61229 0.43665 1.81853
H 4.14470 0.99656 2.30622
H 3.58185 -1.64467 2.08997
H 5.26659 -1.00775 1.81532
H 3.81669 -3.54706 0.64563
H 5.59906 -2.91965 0.45439
H 4.59642 -3.22519 -0.89434
*
```

Here is a cluster of 3 separate species, C24H52ClFN3O5P in total in a non-equilibrium geometry from the Open Molecules 2025 dataset. Energies are from ωB97M-V/def2-TZVPD.

Frontier orbital gap, eV: 9.604
SMILES: COCCCCCCCCCP(N)(F)(CCCCl)CCCCOC=O.CNC(C)=O.CNC(C)=O
E_LUMO, eV: 0.3

```
! wB97M-V def2-TZVPD RIJCOSX def2/J DEFGRID3
* xyz 0 1
C 1.21680 -1.58251 2.10489
O 2.29082 -2.27286 1.36675
C 2.83275 -1.39292 0.28019
C 2.91760 -2.23626 -1.12486
C 4.36376 -2.13559 -1.90278
C 4.82860 -0.60058 -2.27906
C 3.59892 0.38332 -2.75726
C 3.50015 1.62449 -1.69135
C 2.07706 2.47055 -1.76252
C 1.43256 2.75074 -0.24471
C 0.06468 1.88719 -0.00163
P -1.52452 2.60509 -0.75963
N -1.79105 3.77821 0.55505
F -1.37197 1.36885 -2.04097
C -1.68530 3.89540 -2.14773
C -0.53504 5.05536 -2.18874
C 0.32343 4.83206 -3.57788
Cl -0.42126 5.71037 -5.05972
C -3.17668 1.69393 -0.26813
C -4.23261 1.71794 -1.52320
C -4.79831 0.17692 -1.84251
C -6.36123 0.38319 -2.33656
O -7.15676 -0.85047 -2.23430
C -6.49907 -1.92206 -2.99834
O -5.94957 -2.97758 -2.36334
H 0.81299 -2.35535 2.91702
H 0.29619 -1.30223 1.40094
H 1.59455 -0.65102 2.72771
H 2.02015 -0.53707 0.11956
H 3.85570 -0.93461 0.64190
H 1.98948 -1.96153 -1.82094
H 2.76599 -3.39283 -0.87057
H 5.18364 -2.57762 -1.16396
H 4.42538 -2.82043 -2.87834
H 5.58305 -0.69549 -3.19755
H 5.44992 -0.09488 -1.40930
H 3.94580 0.86071 -3.79419
H 2.58832 -0.16592 -2.97782
H 3.74860 1.19613 -0.63147
H 4.38974 2.37032 -1.96513
H 2.36069 3.53415 -2.18534
H 1.25423 1.91409 -2.41245
H 1.36527 3.88861 0.02059
H 2.24647 2.29640 0.50169
H 0.23498 0.79571 -0.42773
H -0.09472 1.83268 1.17666
H -1.93409 3.23350 1.45852
H -0.94009 4.35370 0.73784
H -1.78798 3.40727 -3.23072
H -2.72420 4.45744 -1.97543
H 0.11379 5.16381 -1.22305
H -1.09954 6.09839 -2.32073
H 1.46907 5.11545 -3.42317
H 0.33023 3.65201 -3.76111
H -3.65803 2.13039 0.70789
H -2.86038 0.55499 -0.10664
H -5.12182 2.43716 -1.19892
H -3.78838 2.10392 -2.53828
H -4.69385 -0.46712 -0.86043
H -4.16495 -0.24697 -2.74955
H -6.41819 0.90446 -3.40695
H -6.85815 1.17366 -1.59301
H -6.46131 -1.96123 -4.18154
C -3.19673 -2.28213 3.24681
N -3.05647 -0.85566 3.41843
C -4.03496 0.06873 3.63840
C -5.45765 -0.41020 3.72055
O -3.73734 1.25446 3.76274
H -2.60979 -2.77578 4.02551
H -2.78834 -2.54668 2.26810
H -4.23457 -2.60965 3.30956
H -2.12709 -0.45473 3.37629
H -6.11944 0.44238 3.89895
H -5.74940 -0.88226 2.77843
H -5.56935 -1.11318 4.55040
C 4.41450 -4.56140 1.93252
N 5.54603 -5.04334 2.68838
C 5.76083 -4.96018 4.03273
C 4.71407 -4.28956 4.87814
O 6.78912 -5.42782 4.51640
H 3.96363 -5.41382 1.41806
H 4.78262 -3.84849 1.19030
H 3.66720 -4.07875 2.56253
H 6.29547 -5.50802 2.18972
H 5.02888 -4.30186 5.92572
H 4.59112 -3.24858 4.56699
H 3.76542 -4.82691 4.79666
*
```